P.
ORCA calculation (wB97M-V/def2-TZVPD) on the molecule C8H13N.

Each line ends with the natural charge from an NBO analysis.
Cartesian coordinates (Å):
C1 -0.4918 0.7787 0.0157  -0.145
C2 -1.9323 0.4730 0.3012  0.189
C3 -3.5171 -1.2436 -0.3873  -0.290
C4 0.7184 0.2829 -0.3753  0.089
C5 -0.3998 2.2059 0.4439  -0.622
C6 1.9619 1.0781 -0.0611  -0.656
C7 1.2944 -1.8396 0.5974  -0.603
C8 0.9303 -1.1134 -0.7703  -0.442
N1 -2.6920 -0.3300 -0.1333  -0.262
H1 -4.1658 -1.1471 -1.2502  0.187
H2 -3.5602 -2.2019 0.1091  0.194
H3 -1.1978 2.7058 0.9213  0.228
H4 -0.2046 2.7787 -0.5158  0.203
H5 0.3802 2.3842 1.1945  0.202
H6 1.9798 1.4116 1.0027  0.226
H7 2.0591 1.9628 -0.6625  0.231
H8 2.8579 0.5199 -0.2647  0.212
H9 0.3690 -1.5619 1.1954  0.217
H10 2.2632 -1.3940 0.9036  0.210
H11 1.4017 -2.9932 0.4838  0.214
H12 0.1538 -1.5570 -1.3736  0.219
H13 1.7917 -1.1999 -1.3746  0.202



Q.
ORCA calculation (wB97M-V/def2-TZVPD) on the molecule C8H13N.

Properties
SMILES string: C#CC[C@H]1CN(C)[C@@H]1C

Each line ends with the natural charge from an NBO analysis.
Cartesian coordinates (Å):
C1 -1.6769 -1.3496 -0.7860  -0.636
C2 -0.4315 -0.4752 -0.6383  -0.038
C3 0.5383 -0.8543 0.5703  -0.206
C4 2.0398 -0.9240 0.4169  -0.488
C5 2.4991 0.1655 -0.3621  -0.023
C6 2.9752 1.1031 -0.9413  -0.234
C7 0.0156 0.4551 1.2572  -0.226
C8 -1.7775 1.6131 -0.0495  -0.425
H1 -2.3357 -1.3130 0.0863  0.206
H2 -2.2552 -0.9254 -1.6044  0.212
H3 -1.4341 -2.3728 -1.1035  0.224
H4 0.0759 -0.5106 -1.5849  0.189
H5 0.3050 -1.7449 1.1702  0.202
H6 2.4731 -0.7826 1.4586  0.236
H7 2.3439 -1.9036 0.0216  0.236
H8 3.2471 2.0445 -1.4829  0.247
H9 -0.7207 0.2811 2.0358  0.178
H10 0.8383 1.1225 1.6527  0.190
H11 -1.9345 2.0108 -1.0851  0.207
H12 -1.6661 2.4834 0.7237  0.205
H13 -2.6465 0.9554 0.3031  0.168
N1 -0.4724 0.9214 -0.0582  -0.424



Stability check: which of them is most stable? Q.



P.
ORCA calculation (wB97M-V/def2-TZVPD) on a structure of composition C8H13N.

Each line ends with the natural charge from an NBO analysis.
Cartesian coordinates (Å):
C1 -1.2997 -0.1764 2.0670  -0.623
C2 -0.3323 0.6131 1.2388  -0.337
C3 -1.0731 1.6075 0.2374  -0.178
C4 -0.5100 1.8238 -0.9750  -0.222
C5 0.5425 1.1538 -1.6882  -0.251
C6 0.3554 -1.1898 -0.4545  -0.153
C7 0.5957 -2.7916 -0.5092  -0.630
C8 0.7146 -0.2323 0.5018  -0.053
H1 -1.5397 0.4824 3.1757  0.231
H2 -2.2720 -0.5447 1.4974  0.232
H3 -0.7747 -1.3414 2.5110  0.221
H4 0.4068 1.1963 1.8044  0.230
H5 -1.9003 2.1434 0.8952  0.231
H6 -0.8709 2.2716 -1.8140  0.207
H7 0.1141 0.7126 -2.6138  0.218
H8 1.3500 1.8040 -1.7567  0.224
H9 -0.7721 -1.1322 -0.4129  0.186
H10 1.7756 -2.8238 -0.6654  0.225
H11 0.2568 -3.5117 0.7120  0.200
H12 -0.1769 -3.6537 -1.3174  0.238
H13 1.6784 -0.6510 1.1060  0.186
N1 1.2522 0.0284 -0.8043  -0.382



Q.
ORCA calculation (wB97M-V/def2-TZVPD) on the molecule C8H13N.

Properties
SMILES string: C1C[C@@H]2[C@@H]1CC1CN2C1

Each line ends with the natural charge from an NBO analysis.
Cartesian coordinates (Å):
C1 2.3047 0.5062 -0.0787  -0.374
C2 2.0603 -0.9127 -0.0294  -0.418
C3 0.5738 -0.5678 -0.3924  -0.041
C4 0.8222 0.7377 0.3507  -0.246
C5 -0.4611 1.5796 -0.0087  -0.407
C6 -1.5791 0.6949 0.1814  -0.276
C7 -1.7884 -0.3094 -0.8714  -0.214
C8 -1.2433 -0.6929 1.1062  -0.210
H1 3.0231 0.9094 0.4738  0.200
H2 2.5684 0.9702 -1.1074  0.194
H3 2.6021 -1.7141 -0.7194  0.228
H4 2.0939 -1.0521 1.0927  0.204
H5 0.3941 -0.0270 -1.4930  0.191
H6 0.8742 0.4043 1.3266  0.181
H7 -0.5389 2.5376 0.5606  0.216
H8 -0.1641 2.0086 -1.0858  0.208
H9 -2.4595 1.2885 0.4156  0.209
H10 -1.6134 -0.0037 -1.8530  0.193
H11 -3.0446 -0.5434 -0.8219  0.189
H12 -0.2057 -0.8410 1.6874  0.203
H13 -2.1606 -0.8703 1.4002  0.189
N1 -0.7862 -1.3257 -0.2033  -0.419



Stability check: which of them is most stable? Q.



P.
ORCA calculation (wB97M-V/def2-TZVPD) on the molecule C8H13N.

Properties
SMILES string: C[C@@H]1[C@H]2CC=CC[C@]12N

Each line ends with the natural charge from an NBO analysis.
Cartesian coordinates (Å):
C1 0.9878 2.6025 -0.5260  -0.605
C2 0.1422 1.6175 0.2467  -0.199
C3 0.6687 0.3027 0.6760  -0.259
C4 0.5108 -0.9226 1.5478  -0.434
C5 0.3855 -2.0196 0.4821  -0.167
C6 0.0441 -1.9414 -0.8182  -0.193
C7 -0.3315 -0.6161 -1.5309  -0.435
C8 -0.4938 0.3654 -0.3139  0.109
H1 1.5145 3.1913 0.2413  0.211
H2 1.7789 2.0546 -1.0854  0.209
H3 0.4349 3.2821 -1.1418  0.217
H4 -0.5348 1.9813 1.0217  0.199
H5 1.6078 0.1988 0.1198  0.193
H6 1.3637 -1.1739 2.1840  0.214
H7 -0.3616 -0.8939 2.2006  0.230
H8 0.5981 -2.9945 0.9437  0.199
H9 0.1541 -2.8788 -1.4183  0.210
H10 -1.2764 -0.7466 -2.0441  0.213
H11 0.4289 -0.2836 -2.2531  0.222
H12 -2.5110 0.2974 -0.4187  0.358
H13 -2.0038 0.8113 1.0008  0.350
N1 -1.8109 0.1179 0.2955  -0.839



Q.
ORCA calculation (wB97M-V/def2-TZVPD) on the molecule C8H13N.

Properties
SMILES string: C(=C\C1CC1)/CN1CC1

Each line ends with the natural charge from an NBO analysis.
Cartesian coordinates (Å):
C1 3.3146 -0.3795 -0.4553  -0.399
C2 2.8499 0.2897 0.8219  -0.418
C3 2.1873 0.6156 -0.4807  -0.282
C4 0.8576 0.3273 -0.7139  -0.167
C5 0.1240 -0.3839 0.1540  -0.194
C6 -1.2816 -0.9400 -0.0311  -0.252
C7 -2.6218 1.0721 0.1955  -0.267
C8 -3.5589 -0.0685 -0.0306  -0.278
H1 4.2537 -0.3975 -1.0095  0.224
H2 3.0292 -1.4514 -0.4302  0.207
H3 3.3047 1.0455 1.4614  0.219
H4 2.4105 -0.3621 1.5361  0.209
H5 2.5006 1.5365 -0.9559  0.220
H6 0.5116 0.4732 -1.7983  0.210
H7 0.3969 -0.5076 1.1082  0.185
H8 -1.8345 -1.2063 0.9217  0.161
H9 -1.1367 -1.9078 -0.5192  0.206
H10 -2.1759 1.2156 1.1762  0.201
H11 -2.7365 1.9315 -0.4325  0.208
H12 -3.8608 -0.6732 0.9203  0.188
H13 -4.3405 -0.1618 -0.7893  0.212
N1 -2.1932 -0.0673 -0.6487  -0.392



Stability check: which of them is most stable? P.



P.
ORCA calculation (wB97M-V/def2-TZVPD) on a structure of composition C4H12N2O3.

Each line ends with the natural charge from an NBO analysis.
Cartesian coordinates (Å):
C1 -1.1624 0.1277 0.2133  0.324
C2 0.1894 0.8091 0.3346  -0.046
C3 1.8150 -0.3909 0.0263  0.276
C4 -1.4257 -0.8275 1.3715  -0.628
N1 -1.2030 -0.6159 -1.0463  -0.869
N2 1.6481 -1.1153 -1.1253  -0.846
O1 -2.2279 1.1020 0.2712  -0.741
O2 0.3361 1.7120 -0.7512  -0.767
O3 2.8570 0.4991 -0.0628  -0.721
H1 -1.9457 1.8651 -0.2487  0.478
H2 1.2682 1.9618 -0.8048  0.485
H3 3.4253 0.3962 0.7147  0.495
H4 0.2727 1.3343 1.2952  0.151
H5 1.2754 -0.5970 0.9769  0.225
H6 -1.0507 0.0375 -1.8095  0.375
H7 -2.1309 -1.0096 -1.1650  0.368
H8 0.7204 -1.5338 -1.1839  0.416
H9 1.8372 -0.5786 -1.9683  0.371
H10 -1.2479 -0.3236 2.3192  0.218
H11 -2.4656 -1.1488 1.3446  0.225
H12 -0.7848 -1.7036 1.2982  0.211



Q.
ORCA calculation (wB97M-V/def2-TZVPD) on a cluster of 4 separate species, C4H12N2O3 in total.

Properties
SMILES string: Cc1cnc[nH]1.O.O.O

Each line ends with the natural charge from an NBO analysis.
Cartesian coordinates (Å):
C1 -1.3057 1.2765 0.4494  -0.672
C2 -0.0847 0.7288 -0.2112  0.125
C3 0.1945 -0.4924 -0.9290  -0.151
N1 1.3560 -0.3412 -1.6442  -0.454
C4 1.9250 0.8575 -1.2149  0.121
N2 1.0388 1.5075 -0.3541  -0.513
H1 -1.2180 2.1874 1.0504  0.227
H2 -2.0719 1.4306 -0.3785  0.250
H3 -1.7129 0.5511 1.1418  0.232
H4 -0.5383 -1.2665 -0.8231  0.211
H5 2.6832 1.4848 -1.5078  0.197
H6 1.1015 2.3752 0.2040  0.427
H7 1.8874 -1.9246 0.4063  0.498
H8 2.7429 -2.6024 1.6175  0.477
O1 1.8571 -2.5255 1.2421  -0.977
H9 1.0817 -1.5169 3.4314  0.476
H10 0.4015 -0.9779 2.1003  0.480
O2 0.8121 -0.6474 2.9323  -0.958
H11 -3.8409 -0.3638 -2.1194  0.455
H12 -2.7827 -0.1528 -2.8362  0.460
O3 -3.5266 0.4120 -2.5573  -0.913



Stability check: which of them is most stable? Q.



P.
ORCA calculation (wB97M-V/def2-TZVPD) on a cluster of 2 separate species, C3H10N2S in total.

Properties
Net charge: +1
⟨S²⟩: 0.753
Spin multiplicity: 2

Each line ends with the natural charge from an NBO analysis.
Cartesian coordinates (Å):
C1 -0.0820 0.4846 1.9348  -0.626
C2 -1.6135 0.4127 1.9586  -0.570
S1 -2.3119 1.1732 0.4762  0.694
H1 0.2711 1.4976 1.8030  0.243
H2 0.3683 -0.2078 1.2175  0.242
H3 0.3004 0.0236 2.8505  0.267
H4 -2.0753 0.9904 2.7562  0.263
H5 -1.8823 -0.6412 2.0637  0.286
N1 1.7949 -1.3629 -1.7110  -0.814
C3 0.9742 -0.4720 -2.3330  0.267
N2 1.0816 0.7826 -2.0964  -0.707
H6 1.5915 -2.3018 -1.3894  0.403
H7 2.6623 -1.0366 -1.3073  0.402
H8 0.2610 -0.9400 -3.0063  0.160
H9 0.4777 1.2550 -2.7652  0.340
H10 -1.8181 0.3428 -0.4519  0.149



Q.
ORCA calculation (wB97M-V/def2-TZVPD) on a cluster of 2 separate species, C3H10N2S in total.

Properties
Net charge: +1
⟨S²⟩: 0.760
Spin multiplicity: 2

Each line ends with the natural charge from an NBO analysis.
Cartesian coordinates (Å):
C1 -1.0391 0.0499 1.9071  -0.594
C2 0.0484 -1.0411 1.6942  -0.644
S1 1.6731 -0.5545 1.3036  0.480
H1 -0.5828 0.9412 2.3614  0.217
H2 -1.5419 0.3464 0.9823  0.233
H3 -1.7109 -0.4046 2.6085  0.244
H4 0.0278 -1.7989 2.4687  0.282
H5 -0.4525 -1.5962 0.8692  0.281
N1 1.3081 0.6551 -2.3917  -0.746
C3 0.0081 0.1924 -2.3401  0.286
N2 -0.8337 0.7842 -1.5681  -0.592
H6 1.3842 1.4540 -1.7754  0.408
H7 1.9720 0.4166 -3.0997  0.424
H8 -0.2308 -0.2709 -3.3107  0.210
H9 -1.5440 0.0735 -1.3684  0.362
H10 1.5142 0.7530 1.6590  0.149



Stability check: which of them is most stable? P.



P.
ORCA calculation (wB97M-V/def2-TZVPD) on the molecule C4H5NO3.

Properties
SMILES string: N/C=C1/OCOC1=O

Each line ends with the natural charge from an NBO analysis.
Cartesian coordinates (Å):
C1 -1.6096 -0.5535 -0.3793  0.057
C2 -0.5265 0.1458 -0.0489  0.002
C3 0.6626 1.3338 1.4493  0.239
C4 0.8653 -0.1027 -0.2750  0.724
H1 -2.3029 -1.7009 -1.9325  0.394
H2 -0.5252 -1.6477 -1.5663  0.422
H3 -2.6249 -0.3056 -0.0052  0.210
H4 0.8139 0.7862 2.3949  0.154
H5 0.9955 2.3428 1.4942  0.175
N1 -1.5844 -1.5808 -1.2669  -0.803
O1 -0.6143 1.1989 0.8592  -0.491
O2 1.5371 0.6285 0.6118  -0.478
O3 1.3752 -0.9961 -0.9702  -0.606



Q.
ORCA calculation (wB97M-V/def2-TZVPD) on the molecule C4H5NO3.

Properties
SMILES string: O=C(O)/C=C\C=N\O

Each line ends with the natural charge from an NBO analysis.
Cartesian coordinates (Å):
C1 0.8391 0.4490 1.0510  -0.005
C2 0.5227 -0.8858 0.8335  -0.209
C3 -0.3626 -1.3240 -0.1125  -0.266
C4 -1.1799 -1.0453 -1.2723  0.716
H1 0.7482 3.1584 -0.0405  0.478
H2 1.0909 0.7987 2.0575  0.206
H3 0.9447 -1.6543 1.4867  0.234
H4 -0.6798 -2.3756 0.1110  0.234
H5 -0.7557 0.7696 -1.1950  0.495
N1 0.8087 1.3338 0.0716  -0.145
O1 1.0713 2.5508 0.6312  -0.543
O2 -1.4047 0.1841 -1.7130  -0.655
O3 -1.6430 -1.9593 -1.9091  -0.542



R.
ORCA calculation (wB97M-V/def2-TZVPD) on the molecule C4H5NO3.

Properties
SMILES string: NCc1coc(=O)o1

Each line ends with the natural charge from an NBO analysis.
Cartesian coordinates (Å):
C1 1.3997 -0.0936 0.5395  -0.305
C2 -0.0454 0.2832 0.3181  0.194
C3 -0.8422 1.3614 -0.1859  0.063
C4 -2.1681 -0.4633 -0.0515  0.954
H1 1.5857 -1.6857 -0.8590  0.361
H2 1.3830 -0.2008 -1.3596  0.349
H3 1.5268 -0.6018 1.5472  0.232
H4 1.9547 0.8798 0.7959  0.219
H5 -0.6011 2.3783 -0.0080  0.227
N1 2.0157 -0.7423 -0.6742  -0.787
O1 -2.0581 0.8984 -0.2881  -0.459
O2 -3.2252 -1.0959 -0.0337  -0.568
O3 -0.9255 -0.9177 0.2594  -0.480



Stability check: which of them is most stable? P.



P.
ORCA calculation (wB97M-V/def2-TZVPD) on a cluster of 2 separate species, C4H5NO3 in total.

Each line ends with the natural charge from an NBO analysis.
Cartesian coordinates (Å):
C1 -0.3419 0.7324 -0.4816  0.067
C2 -0.9565 1.1029 0.6313  -0.025
C3 0.3189 -0.6051 1.1161  0.488
C4 0.6358 -0.3566 -0.2420  0.111
H1 -1.7506 1.1887 -2.0007  0.383
H2 -0.4383 0.2371 -2.4058  0.377
H3 -1.6101 1.9340 0.6954  0.206
H4 1.5139 -0.9672 2.6351  0.495
H5 1.2800 -2.2658 -0.7709  0.469
N1 -0.7421 1.0252 -1.7798  -0.823
O1 -0.4146 0.3452 1.7048  -0.425
O2 0.9744 -1.4788 1.9529  -0.705
O3 1.5310 -0.8921 -1.0549  -0.617



Q.
ORCA calculation (wB97M-V/def2-TZVPD) on a structure of composition C4H5NO3.

Each line ends with the natural charge from an NBO analysis.
Cartesian coordinates (Å):
C1 1.4731 0.5681 0.2800  -0.024
C2 0.4057 1.3552 0.1534  -0.368
C3 -1.2027 0.9849 -0.2483  0.435
C4 -1.7416 -0.5571 0.2927  0.761
H1 2.4337 -1.5968 -0.5905  0.372
H2 0.7908 -1.7839 -0.7871  0.303
H3 2.5209 1.1822 0.9642  0.221
H4 0.8245 2.4185 0.6255  0.258
H5 -1.1801 -1.3379 -1.3737  0.486
N1 1.5365 -0.9246 0.2950  -0.806
O1 -2.0560 1.8897 -0.3405  -0.479
O2 -1.4958 -1.5945 -0.5612  -0.675
O3 -2.3089 -0.6036 1.2905  -0.485



Stability check: which of them is most stable? P.



P.
ORCA calculation (wB97M-V/def2-TZVPD) on the molecule CH2Cl2FN.

Properties
SMILES string: FCN(Cl)Cl

Each line ends with the natural charge from an NBO analysis.
Cartesian coordinates (Å):
C1 -0.2840 0.2513 -0.5884  0.203
N1 -1.7322 0.0278 -0.6875  -0.449
F1 0.0164 1.5103 -0.8662  -0.329
Cl1 -2.2910 -1.4625 0.0669  0.125
Cl2 -2.4989 1.3116 0.1215  0.138
H1 0.2236 -0.0718 0.5911  0.136
H2 0.1168 -0.2091 -1.4158  0.177



Q.
ORCA calculation (wB97M-V/def2-TZVPD) on a structure of composition CH2Cl2FN.

Each line ends with the natural charge from an NBO analysis.
Cartesian coordinates (Å):
C1 -0.3621 0.0798 -1.1106  0.484
N1 -0.7675 -0.7063 -0.2205  -0.458
F1 -0.6677 1.3461 -0.8023  -0.316
Cl1 -0.3494 -2.3253 -0.1847  0.267
Cl2 -1.4511 -0.1678 1.4854  0.025
H1 2.0091 0.5706 0.5314  -0.001
H2 1.5886 1.2029 0.3014  -0.001



R.
ORCA calculation (wB97M-V/def2-TZVPD) on the molecule CH2Cl2FN.

Properties
SMILES string: FCN(Cl)Cl

Each line ends with the natural charge from an NBO analysis.
Cartesian coordinates (Å):
C1 -0.3721 -0.6282 -0.0436  0.213
N1 0.5871 0.5667 0.3731  -0.482
F1 -1.0701 -0.9137 1.0256  -0.309
Cl1 1.8544 0.9375 -0.7490  0.129
Cl2 -0.4934 1.8736 0.6214  0.122
H1 -0.8500 -0.2273 -0.8966  0.159
H2 0.3441 -1.6085 -0.3309  0.168



Stability check: which of them is most stable? R.